Here is 5 unconnected molecules or ions with the total composition C20H31NO14 from the Open Molecules 2025 dataset. Energies are from ωB97M-V with the def2-TZVPD basis set.

Cartesian coordinates (Å):
H (0.2452, -1.0828, 1.7600)
N (0.8986, -1.3430, 0.9878)
C (1.0598, -2.7311, 0.9301)
C (2.1002, -3.3727, -0.2104)
C (2.7543, -2.0344, -0.9714)
C (2.1440, -1.6024, -2.2591)
C (2.7946, -0.2352, -2.9534)
O (2.5942, 0.0229, -4.2545)
C (3.6493, 0.8027, -1.9596)
C (4.2559, 0.3198, -0.6548)
C (4.0067, -1.2647, -0.2082)
O (4.7652, -1.8265, 0.7400)
H (0.4430, -3.3727, 1.6912)
H (2.9325, -4.0552, 0.2747)
H (1.4651, -4.0423, -0.9587)
H (1.2570, -2.2089, -2.7311)
H (3.7713, 1.9373, -2.3026)
H (4.8914, 1.0493, 0.0441)
C (-5.3058, -3.0089, 0.7644)
O (-5.2262, -3.7886, 1.9561)
C (-4.0035, -4.3289, 2.1891)
O (-3.0158, -4.1994, 1.4829)
O (-4.0701, -5.0384, 3.3439)
C (-2.8460, -5.6679, 3.7172)
H (-6.3267, -2.6265, 0.6784)
H (-4.6217, -2.1557, 0.8150)
H (-5.0939, -3.6253, -0.1152)
H (-2.0635, -4.9211, 3.8857)
H (-2.5357, -6.3907, 2.9556)
H (-3.0148, -6.2064, 4.6537)
C (2.7843, 6.9773, -3.3702)
O (1.8953, 6.0387, -3.9727)
C (2.5037, 5.1289, -4.7749)
O (3.7012, 5.0626, -5.0046)
O (1.5491, 4.3059, -5.2773)
C (2.0476, 3.2904, -6.1459)
H (2.1907, 7.6558, -2.7513)
H (3.5065, 6.4660, -2.7255)
H (3.2973, 7.5692, -4.1352)
H (2.7403, 2.6318, -5.6122)
H (2.5311, 3.7349, -7.0218)
H (1.1990, 2.6919, -6.4883)
C (-8.9628, -9.4477, 4.7995)
O (-8.8625, -8.3625, 3.8793)
C (-7.5900, -8.0235, 3.5523)
O (-6.5752, -8.5579, 3.9716)
O (-7.6419, -6.9870, 2.6782)
C (-6.3659, -6.5211, 2.2439)
H (-10.0237, -9.6326, 4.9896)
H (-8.5258, -10.3566, 4.3736)
H (-8.4820, -9.1938, 5.7497)
H (-5.8250, -7.3130, 1.7158)
H (-5.7812, -6.1502, 3.0919)
H (-6.5272, -5.6926, 1.5488)
C (7.3964, 9.0562, -0.8366)
O (6.5877, 9.6262, 0.1907)
C (5.2725, 9.3020, 0.1105)
O (4.7598, 8.5907, -0.7394)
O (4.6265, 9.9063, 1.1394)
C (3.2239, 9.6521, 1.1820)
H (8.4277, 9.3815, -0.6744)
H (7.3685, 7.9629, -0.7879)
H (7.0749, 9.4096, -1.8217)
H (3.0291, 8.5826, 1.3114)
H (2.7355, 10.0292, 0.2776)
H (2.8100, 10.1836, 2.0433)

Properties
SMILES string = [H]/N=C/CC1=CC(=O)C=CC1=O.COC(=O)OC.COC(=O)OC.COC(=O)OC.COC(=O)OC
frontier orbital gap = 8.2 eV
total energy = -1888.5270 Eh
energy above the lowest of the compared OMol25 structures with the same formula, charge and spin = 0.000 eV
LUMO level = -1.658 eV



Here is 2 unconnected molecules or ions with the total composition C4H9O2 from the Open Molecules 2025 dataset. Energies are from ωB97M-V with the def2-TZVPD basis set.

Cartesian coordinates (Å):
C (-0.3118, -0.4150, 1.8857)
C (-0.6671, -1.8579, 2.2872)
O (-1.6805, -2.4695, 1.8744)
O (0.2405, -2.4585, 2.8840)
H (-0.0745, 0.1279, 2.7200)
H (-1.2310, 0.1404, 1.4832)
H (0.5679, -0.5160, 1.2166)
C (1.0603, 0.6967, -2.1348)
C (-0.1590, 1.2613, -1.4717)
H (0.7675, 0.0665, -2.9316)
H (1.9006, 1.4118, -2.3410)
H (1.5609, -0.0943, -1.4851)
H (-0.5681, 0.7086, -0.6107)
H (-1.0853, 1.0880, -2.1775)
H (-0.3204, 2.3100, -1.1987)

Properties
frontier orbital gap = 7.0 eV
total energy = -308.3014 Eh
energy above the lowest of the compared OMol25 structures with the same formula, charge and spin = 1.184 eV
LUMO level = 3.619 eV
net charge = -1



Here is a molecular structure, C18H14IrN3O4 from the Open Molecules 2025 dataset. Energies are from ωB97M-V with the def2-TZVPD basis set.

Cartesian coordinates (Å):
Ir (-0.4158, 0.5751, -0.1447)
O (-0.7074, 0.6199, 1.9138)
C (-1.1462, -0.3118, 2.6052)
C (-1.3777, -1.6753, 2.2526)
C (-1.9068, -2.4795, 3.2793)
C (-2.1586, -3.8029, 3.0729)
C (-1.8937, -4.4020, 1.8211)
C (-1.3789, -3.6558, 0.8117)
C (-1.0861, -2.2546, 0.9620)
O (-0.5908, -1.6300, -0.0164)
N (-2.7008, -4.6080, 4.1548)
O (-2.9139, -4.0664, 5.2255)
O (-2.9134, -5.7868, 3.9312)
H (-1.3736, -0.0581, 3.6491)
H (-2.1180, -2.0482, 4.2493)
H (-2.1089, -5.4528, 1.6902)
H (-1.1689, -4.0909, -0.1561)
C (-0.6077, 0.6597, -4.4005)
C (0.6494, 0.2218, -4.7811)
C (1.5722, -0.0711, -3.7946)
C (1.2325, 0.0855, -2.4591)
N (0.0030, 0.5234, -2.0963)
C (-0.8942, 0.7910, -3.0571)
C (2.1638, -0.2311, -1.3535)
C (3.4934, -0.5892, -1.5475)
C (4.2808, -0.8763, -0.4482)
C (3.7260, -0.8007, 0.8204)
C (2.4012, -0.4281, 0.9367)
N (1.6446, -0.1457, -0.1210)
H (-1.3712, 0.8910, -5.1291)
H (0.9049, 0.0997, -5.8245)
H (2.5531, -0.4330, -4.0627)
H (-1.8622, 1.1130, -2.7062)
H (3.9144, -0.6390, -2.5402)
H (5.3177, -1.1545, -0.5804)
H (4.3062, -1.0214, 1.7048)
H (1.9139, -0.3395, 1.8994)
C (-1.4127, 2.1138, -0.2471)
H (-1.5922, 2.7164, -1.1459)
H (-1.8469, 2.5899, 0.6372)

Properties
frontier orbital gap = 6.6 eV
total energy = -1263.7649 Eh
energy above the lowest of the compared OMol25 structures with the same formula, charge and spin = 0.000 eV
LUMO level = -0.659 eV



Here is a gas-phase ion, C2H6N5S (charge +1) from the Open Molecules 2025 dataset. Energies are from ωB97M-V with the def2-TZVPD basis set.

Cartesian coordinates (Å):
C (-0.0161, -0.6034, -2.9915)
C (0.0431, -0.0370, 0.9800)
N (-0.8128, 0.2548, 0.0685)
N (-1.2360, 0.3744, -1.0065)
N (-0.3774, 0.4592, -2.5316)
N (1.4300, -0.0834, 0.7865)
N (-0.5012, 0.2105, 2.4523)
S (0.5140, -2.0082, -3.3600)
H (-0.9859, 1.1106, -2.9663)
H (1.7060, 0.6076, 0.1924)
H (1.8752, -0.9772, 0.4500)
H (-0.3710, 1.1846, 2.5741)
H (0.2275, -0.3499, 2.9143)
H (-1.4956, -0.1424, 2.4377)

Properties
frontier orbital gap = 8.6 eV
total energy = -751.3650 Eh
energy above the lowest of the compared OMol25 structures with the same formula, charge and spin = 4.025 eV
LUMO level = -4.062 eV
net charge = +1



Here is a single C6H6N2O4 molecule from the Open Molecules 2025 dataset. Energies are from ωB97M-V with the def2-TZVPD basis set.

Cartesian coordinates (Å):
C (0.5120, -0.3522, 1.6686)
C (1.5436, -0.1290, 0.9158)
C (1.7631, 0.7986, -0.1299)
C (1.0585, 0.9324, -1.2526)
C (-0.0130, 0.0197, -1.4069)
C (-0.8918, -0.1928, -0.4047)
N (-1.7183, -1.4349, -0.5122)
O (-1.4183, -2.1423, -1.4403)
O (-2.5652, -1.6045, 0.3272)
N (-1.5261, 0.9025, 0.3334)
O (-2.4288, 0.6823, 1.1140)
O (-1.1999, 2.0024, -0.0763)
H (0.6422, -1.2845, 2.1626)
H (-0.3461, 0.3103, 2.0641)
H (2.4773, -0.8884, 1.0211)
H (2.6782, 1.3859, -0.1795)
H (1.5468, 1.5460, -1.9736)
H (-0.1143, -0.5514, -2.2309)

Properties
SMILES string = C=C/C=C\C=C([N+](=O)[O-])[N+](=O)[O-]
frontier orbital gap = 8.8 eV
total energy = -642.3590 Eh
energy above the lowest of the compared OMol25 structures with the same formula, charge and spin = 8.692 eV
LUMO level = -1.384 eV



Here is a single C2H3IN2 molecule from the Open Molecules 2025 dataset. Energies are from ωB97M-V with the def2-TZVPD basis set.

Cartesian coordinates (Å):
C (0.5676, -0.3394, -0.0602)
C (-0.5290, 0.5716, 0.4652)
N (0.2810, -0.8371, -1.1707)
N (-0.0157, -1.1144, -2.1953)
I (2.1082, -0.8881, 1.2170)
H (-0.5116, 1.5009, -0.1137)
H (-0.3611, 0.9190, 1.4557)
H (-1.5393, 0.1874, 0.4020)

Properties
frontier orbital gap = 8.0 eV
total energy = -485.1299 Eh
energy above the lowest of the compared OMol25 structures with the same formula, charge and spin = 0.760 eV
LUMO level = -0.079 eV



Which formula does entry 5 have? C6H6N2O4